Molecular formula: C4H7Cl
Method: DFT, ωB97M-V with the def2-TZVPD basis set

XYZ file:
```
12
Properties=species:S:1:pos:R:3:forces:R:3
C -1.442273 -1.349713 0.349558 -5.226 -0.198 2.228
C -0.743335 -0.310064 0.353345 2.973 2.999 -0.270
Cl -1.510875 1.093516 1.046805 0.028 0.549 0.192
C 0.693970 -0.246044 -0.095505 -0.024 1.469 0.512
C 1.032920 1.177673 -0.578883 -1.173 0.304 -0.867
H -1.061545 -2.248651 0.174191 1.294 -3.736 -1.194
H -2.412640 -1.205611 0.874109 0.492 -0.924 -0.823
H 1.350247 -0.335981 0.773086 -0.239 -0.714 0.150
H 0.908750 -1.036484 -0.832255 -0.126 0.324 0.383
H 0.842122 1.208794 -1.698192 0.616 0.386 1.262
H 0.257318 1.896248 -0.085921 2.106 -0.986 -0.951
H 2.085342 1.356317 -0.280337 -0.722 0.525 -0.620
```
Positions in Å, forces in eV/Å.

LUMO: 1.00 eV
Structure (SMILES): C=C(Cl)CC
Gap between HOMO and LUMO: 10.7 eV
Highest occupied orbital energy: -9.7 eV
Energy above the lowest of the compared OMol25 structures with the same formula, charge and spin: 0.940 eV
E: -616.7430 hartree